Entry 1:
The following is a DFT calculation (ωB97M-V/def2-TZVPD) of a structure of composition C47H48IrN6O3S3.

E_HOMO (alpha / beta) = -17.363 / -17.350 eV
Molecular weight = 1033.4 g mol⁻¹
Frontier orbital gap (alpha / beta) = 6.65 / 4.22 eV
Electronic energy = -99910.6929 eV
Net charge = +4
Multiplicity = 2

CARTESIAN COORDINATES (ANGSTROEM)
1 Ir 0.1010 0.1470 0.1248
2 C 0.1569 2.1311 -3.6746
3 C 0.3878 1.5555 -2.3227
4 N -0.4042 0.7594 -1.6929
5 N -1.6102 0.3327 -2.1919
6 C -2.3853 -0.4911 -1.4441
7 N -3.5158 -0.9141 -1.9746
8 S -1.9534 -0.9409 0.1492
9 C 1.6310 1.8779 -1.5786
10 C 2.5715 2.7637 -2.0607
11 C 3.7309 2.9909 -1.3221
12 C 3.9120 2.3123 -0.1325
13 C 2.9176 1.4425 0.2984
14 N 1.8101 1.2308 -0.4029
15 H -0.7833 1.8400 -4.1346
16 H 0.9653 1.8212 -4.3403
17 H 0.1685 3.2212 -3.6185
18 H -1.8780 0.6308 -3.1188
19 H -3.8106 -0.6914 -2.9141
20 H -4.1222 -1.5148 -1.4351
21 H 2.4160 3.2766 -2.9989
22 H 4.4772 3.6879 -1.6804
23 H 4.7975 2.4571 0.4706
24 H 3.0047 0.9009 1.2319
25 C 3.1540 -2.0116 8.0438
26 C 2.7008 -1.9027 6.6204
27 C 3.4953 -2.3688 5.5732
28 C 3.0680 -2.2729 4.2589
29 C 1.8185 -1.7223 3.9891
30 C 1.0083 -1.2382 5.0139
31 C 1.4590 -1.3300 6.3145
32 S 1.3663 -1.6821 2.2995
33 O 0.6603 -0.3163 2.0913
34 C 0.0246 -2.8232 2.1150
35 C -1.1938 -2.6143 2.8090
36 C -2.1991 -3.5045 2.6505
37 C -2.0643 -4.6188 1.7688
38 C -3.1067 -5.5537 1.6065
39 C -2.9732 -6.6019 0.7531
40 C -1.7840 -6.7639 -0.0011
41 C -0.7561 -5.8890 0.1337
42 C -0.8584 -4.7961 1.0374
43 C 0.2059 -3.8674 1.2551
44 C 1.5172 -4.0918 0.5815
45 C 2.3315 -5.1546 1.0324
46 C 1.9593 -5.9515 2.1453
47 C 2.7744 -7.0224 2.5895
48 C 3.9495 -7.3170 1.9465
49 C 4.3495 -6.5393 0.8396
50 C 3.5529 -5.4530 0.3796
51 C 3.9496 -4.6924 -0.7106
52 C 3.1586 -3.6224 -1.1489
53 C 1.9676 -3.3219 -0.5102
54 S 0.9002 -1.9795 -1.1334
55 O -0.3194 -2.6196 -1.6215
56 C 1.8054 -1.3975 -2.5452
57 C 3.0177 -0.7235 -2.4298
58 C 3.6592 -0.2967 -3.5809
59 C 3.1053 -0.5186 -4.8463
60 C 3.8150 -0.0833 -6.0929
61 C 1.8781 -1.1833 -4.9253
62 C 1.2244 -1.6292 -3.7875
63 H 4.2341 -2.1217 8.1142
64 H 2.6976 -2.8861 8.5131
65 H 2.8512 -1.1400 8.6218
66 H 4.4673 -2.7925 5.7907
67 H 3.7027 -2.6188 3.4503
68 H 0.0572 -0.7714 4.7993
69 H 0.8435 -0.9483 7.1193
70 H -1.3161 -1.7570 3.4554
71 H -3.1259 -3.3700 3.1937
72 H -4.0179 -5.4279 2.1772
73 H -3.7813 -7.3129 0.6472
74 H -1.6919 -7.5906 -0.6928
75 H 0.1351 -6.0255 -0.4651
76 H 1.0381 -5.7394 2.6703
77 H 2.4659 -7.6143 3.4413
78 H 4.5634 -8.1411 2.2858
79 H 5.2725 -6.7691 0.3192
80 H 4.8664 -4.9371 -1.2335
81 H 3.4707 -3.0644 -2.0188
82 H 3.4796 -0.5628 -1.4617
83 H 4.6181 0.2011 -3.5027
84 H 4.7387 0.4460 -5.8699
85 H 3.1810 0.5646 -6.6998
86 H 4.0611 -0.9500 -6.7084
87 H 1.4422 -1.3799 -5.8974
88 H 0.2916 -2.1747 -3.8541
89 C -3.3090 3.5174 2.5714
90 N -2.4645 2.8429 1.5732
91 C -3.1112 2.5649 0.2887
92 C -1.1483 2.6134 1.6798
93 O -0.5581 2.0011 0.6805
94 N -0.3951 3.0434 2.6957
95 C 1.0035 2.6324 2.7761
96 C -0.6920 4.1028 3.6755
97 H -4.3437 3.3703 2.2821
98 H -3.1362 4.5902 2.6029
99 H -3.1729 3.0779 3.5570
100 H -4.1854 2.6373 0.4224
101 H -2.8774 1.5640 -0.0410
102 H -2.8082 3.2902 -0.4694
103 H 1.1241 1.6083 2.4588
104 H 1.3121 2.7026 3.8175
105 H 1.6336 3.3018 2.1849
106 H -1.5658 4.6807 3.4257
107 H 0.1569 4.7848 3.6859
108 H -0.8069 3.6708 4.6687

Force components x, y, z for each atom (eV/Å):
Ir 0.91 -1.06 -0.45
C -0.02 0.02 0.00
C -0.06 0.08 0.03
N -0.03 0.06 -0.06
N 0.03 -0.06 -0.04
C 0.05 0.03 0.06
N -0.02 -0.02 -0.01
S -0.36 0.19 0.18
C -0.02 0.01 -0.06
C 0.04 0.03 0.00
C -0.03 0.00 -0.04
C -0.04 -0.03 0.02
C 0.06 -0.03 0.07
N -0.13 0.23 0.14
H 0.01 0.00 0.00
H 0.00 0.00 0.00
H -0.01 0.00 0.00
H -0.02 -0.02 -0.01
H 0.00 0.00 0.00
H 0.01 0.00 -0.01
H 0.00 0.01 0.00
H -0.01 0.00 0.00
H 0.00 -0.01 0.00
H -0.01 0.02 0.01
C 0.00 0.00 -0.01
C 0.02 -0.02 0.00
C 0.00 0.01 -0.01
C 0.03 -0.05 -0.01
C -0.01 0.05 -0.06
C -0.04 0.04 0.04
C -0.02 0.02 -0.01
S 0.09 -0.29 0.20
O -0.14 0.26 -0.25
C -0.07 0.33 0.33
C 0.39 0.19 0.03
C -0.22 -0.42 -0.22
C 0.23 0.24 0.08
C -0.18 0.19 0.21
C 0.15 -0.32 -0.32
C -0.48 -0.27 0.03
C 0.29 0.42 0.15
C -0.07 -0.06 0.02
C -0.05 -0.21 -0.38
C -0.08 0.02 -0.04
C -0.16 -0.15 0.27
C 0.33 -0.26 0.03
C -0.57 0.43 -0.01
C 0.44 0.20 -0.56
C -0.14 -0.25 0.31
C 0.15 -0.15 0.03
C -0.02 0.08 -0.14
C 0.02 -0.15 -0.07
C 0.08 0.12 0.38
S -0.47 0.60 0.13
O -0.01 -0.28 -0.14
C 0.08 0.13 0.07
C 0.03 -0.08 -0.04
C 0.01 -0.03 -0.01
C -0.01 0.00 0.01
C 0.01 0.01 0.00
C 0.01 0.00 0.00
C 0.00 -0.04 0.02
H 0.00 0.00 0.00
H 0.00 0.00 0.00
H 0.00 0.00 0.00
H 0.00 0.01 -0.01
H 0.01 0.01 0.01
H -0.01 0.01 0.01
H -0.01 0.00 -0.01
H 0.05 -0.01 0.02
H -0.04 -0.06 -0.02
H 0.00 0.02 0.02
H 0.03 -0.04 -0.04
H -0.07 -0.02 0.02
H 0.04 0.03 0.01
H -0.01 -0.01 0.04
H -0.08 0.04 0.00
H 0.05 0.02 -0.06
H -0.01 -0.01 0.04
H -0.01 0.07 -0.02
H 0.06 0.00 0.03
H 0.00 -0.01 -0.04
H 0.00 0.00 0.00
H 0.00 0.00 0.00
H 0.00 -0.01 0.00
H 0.00 0.00 0.00
H 0.00 0.00 0.00
H 0.01 0.01 -0.01
C -0.10 -0.12 0.02
N -0.03 0.02 -0.12
C 0.03 0.22 -0.04
C -0.03 -0.14 0.07
O -0.11 0.20 0.21
N 0.03 -0.02 0.02
C 0.04 0.05 -0.01
C 0.02 0.07 -0.03
H -0.01 -0.10 0.03
H -0.16 -0.03 -0.08
H 0.07 0.07 0.01
H 0.01 0.02 0.00
H 0.04 -0.10 -0.04
H 0.01 -0.02 -0.01
H 0.04 0.07 0.01
H 0.00 0.01 0.00
H -0.01 0.02 0.01
H 0.17 -0.01 0.03
H 0.02 -0.02 0.01
H -0.01 0.01 0.01

Atom charges from the Mulliken analysis, given in e for atoms 1 to 8: 4.11, -1.81, 0.73, 0.37, -0.64, 0.38, -0.27, -0.57

Entry 2:
The following is a DFT calculation (ωB97M-V/def2-TZVPD) of a structure of composition C47H89BrFIO26S.

E_HOMO = -9.362 eV
Molecular weight = 1328.1 g mol⁻¹
Frontier orbital gap = 9.15 eV
Electronic energy = -195111.1218 eV
Net charge = 0

CARTESIAN COORDINATES (ANGSTROEM)
1 C -2.0180 3.4643 0.0040
2 C -3.1908 2.5080 -0.1302
3 O -3.1477 1.7176 -1.2939
4 C -2.1321 0.7458 -1.2603
5 C -2.5078 -0.4376 -0.3691
6 O -1.2817 -1.0088 0.0804
7 C -1.3216 -2.4057 0.0139
8 C 0.0732 -2.9771 0.2917
9 O 1.1251 -2.0767 -0.0187
10 C 2.3467 -2.6611 0.3977
11 C 3.4808 -2.5723 -0.6473
12 C 4.1035 -3.9989 -0.5952
13 C 3.1971 -5.0909 -1.0974
14 O 2.6733 -5.8200 -0.3640
15 F 3.0103 -5.2799 -2.4072
16 C 2.9623 -2.4451 -2.0960
17 O 3.1026 -1.1681 -2.7438
18 S 2.8260 0.1129 -1.8985
19 O 3.3130 1.2012 -2.6522
20 O 1.4883 0.3400 -1.5348
21 C 3.9382 -0.0702 -0.4438
22 I 2.7944 0.6293 1.2378
23 C 4.5652 -1.4804 -0.3212
24 O 5.5030 -1.7696 -1.3557
25 C 6.5864 -0.9021 -1.6693
26 C 6.5765 -0.3309 -3.0899
27 C 6.7125 -1.4362 -4.1195
28 C 7.7794 0.6227 -3.1836
29 C 7.6330 2.0017 -2.5558
30 C 6.8134 2.9728 -3.4271
31 C 9.0136 2.6285 -2.2555
32 C 5.2914 -1.7337 1.0419
33 Br 6.7393 -3.0808 0.8922
34 C 5.8959 -0.4655 1.7335
35 C 7.2589 -0.5847 2.4037
36 H -1.1294 2.9657 0.3785
37 H -1.7967 3.9198 -0.9533
38 H -2.2404 4.2477 0.7219
39 H -4.0885 3.1131 -0.2189
40 H -3.3286 1.9202 0.7778
41 H -1.1609 1.1187 -0.9453
42 H -2.0022 0.3432 -2.2584
43 H -3.0537 -0.1255 0.5208
44 H -3.1066 -1.1482 -0.9314
45 H -1.9652 -2.7694 0.8215
46 H -1.7240 -2.7907 -0.9234
47 H 0.1764 -3.8979 -0.2841
48 H 0.1307 -3.1649 1.3637
49 H 2.6215 -2.2211 1.3561
50 H 2.1166 -3.6919 0.6468
51 H 4.2766 -4.2114 0.4469
52 H 5.0527 -4.0651 -1.1174
53 H 3.5235 -3.1169 -2.7255
54 H 1.9309 -2.7672 -2.1898
55 H 4.6513 0.7204 -0.6009
56 H 7.4916 -1.5106 -1.6415
57 H 6.7744 -0.0766 -0.9933
58 H 5.6624 0.2105 -3.3239
59 H 6.7213 -1.0056 -5.1168
60 H 5.8806 -2.1350 -4.0946
61 H 7.6377 -2.0017 -4.0192
62 H 8.6072 0.1068 -2.6896
63 H 8.0927 0.7431 -4.2174
64 H 7.1271 1.9886 -1.5902
65 H 7.0670 2.9079 -4.4773
66 H 5.7691 2.7477 -3.2421
67 H 6.9573 3.9694 -3.0215
68 H 9.3267 3.3303 -3.0191
69 H 8.9608 3.1639 -1.3115
70 H 9.7517 1.8503 -2.0903
71 H 4.6324 -2.1864 1.7644
72 H 5.9298 0.4132 1.1004
73 H 5.2076 -0.2108 2.5294
74 H 7.4110 0.3575 2.9320
75 H 8.0874 -0.6412 1.7126
76 H 7.3116 -1.3421 3.1714
77 C -7.3402 4.0314 5.1035
78 C -6.9437 3.1123 3.9675
79 O -5.5349 3.1903 3.6987
80 C -4.7587 2.4942 4.5249
81 O -5.1325 1.8142 5.4425
82 O -3.4865 2.6859 4.1670
83 C -2.5433 2.0356 5.0170
84 H -7.0020 5.0490 4.9071
85 H -8.4223 4.0365 5.2314
86 H -6.8834 3.7142 6.0405
87 H -7.4424 3.4209 3.0502
88 H -7.2372 2.0823 4.1662
89 H -2.7734 0.9778 5.1240
90 H -2.5142 2.5194 5.9921
91 H -1.5699 2.1367 4.5450
92 C -8.5353 -4.6904 -0.8692
93 C -9.0261 -3.4533 -1.5904
94 O -8.7098 -2.2607 -0.8583
95 C -7.4575 -1.8270 -0.9854
96 O -6.5956 -2.3305 -1.6573
97 O -7.3177 -0.7401 -0.2270
98 C -5.9922 -0.2043 -0.2173
99 H -8.9088 -4.7109 0.1553
100 H -8.8671 -5.5921 -1.3838
101 H -7.4471 -4.7058 -0.8145
102 H -10.1114 -3.4788 -1.6702
103 H -8.6279 -3.3962 -2.6030
104 H -5.6263 -0.0307 -1.2265
105 H -5.3244 -0.8754 0.3202
106 H -6.0298 0.7473 0.3065
107 C -7.7513 -7.5011 4.9755
108 C -8.9540 -6.7845 4.3996
109 O -9.0090 -6.9215 2.9724
110 C -9.4954 -8.0779 2.5267
111 O -9.8958 -8.9890 3.2010
112 O -9.4483 -8.0567 1.1937
113 C -9.8769 -9.2704 0.5737
114 H -6.8373 -7.1697 4.4812
115 H -7.6663 -7.3074 6.0446
116 H -7.8285 -8.5774 4.8250
117 H -8.8774 -5.7168 4.5965
118 H -9.8817 -7.1328 4.8521
119 H -10.8595 -9.5694 0.9312
120 H -9.1498 -10.0605 0.7551
121 H -9.9330 -9.0803 -0.4944
122 C 7.1787 8.7220 0.5299
123 C 7.8540 8.8066 -0.8226
124 O 7.3259 7.8308 -1.7310
125 C 6.1643 8.1494 -2.3000
126 O 5.5510 9.1712 -2.1277
127 O 5.8040 7.1333 -3.0833
128 C 4.5272 7.2955 -3.7070
129 H 7.2326 7.7048 0.9200
130 H 7.6550 9.3992 1.2387
131 H 6.1238 8.9850 0.4570
132 H 8.9139 8.5808 -0.7210
133 H 7.7739 9.8064 -1.2477
134 H 4.4653 8.2442 -4.2350
135 H 3.7354 7.2212 -2.9632
136 H 4.4168 6.4854 -4.4218
137 C -2.7079 11.9631 1.7258
138 C -2.3160 10.5205 1.9721
139 O -1.3320 10.0830 1.0292
140 C -0.0865 10.4625 1.2928
141 O 0.2735 11.1121 2.2391
142 O 0.6940 10.0168 0.3125
143 C 2.0560 10.4226 0.4252
144 H -3.0188 12.1019 0.6895
145 H -3.5263 12.2557 2.3833
146 H -1.8669 12.6329 1.9035
147 H -3.1752 9.8740 1.8298
148 H -1.9619 10.3702 2.9918
149 H 2.4649 10.1726 1.4018
150 H 2.1400 11.4923 0.2407
151 H 2.6178 9.8899 -0.3373
152 C 0.8489 -7.7279 -2.1143
153 C 0.7538 -9.1709 -1.6704
154 O -0.4890 -9.4317 -0.9997
155 C -1.5399 -9.6175 -1.7933
156 O -1.5366 -9.6025 -2.9958
157 O -2.6106 -9.8138 -1.0205
158 C -3.8338 -9.9613 -1.7426
159 H 0.6725 -7.0593 -1.2744
160 H 1.8308 -7.5193 -2.5307
161 H 0.0972 -7.5022 -2.8717
162 H 1.5378 -9.3859 -0.9464
163 H 0.8872 -9.8569 -2.5064
164 H -3.7494 -10.7310 -2.5065
165 H -4.1206 -9.0115 -2.1916
166 H -4.5941 -10.2575 -1.0254

Force components x, y, z for each atom (eV/Å):
C 0.18 -0.30 0.28
C -0.30 0.88 0.11
O 0.00 -0.10 -0.17
C -0.16 -0.69 0.17
C 0.71 0.52 0.39
O -0.30 -0.27 -0.67
C 0.57 -0.04 0.64
C -0.49 0.64 0.27
O 0.06 -0.22 -0.43
C -0.81 0.36 0.19
C -0.18 -0.55 0.15
C 0.33 0.57 -0.70
C 0.89 1.08 0.18
O -1.48 -1.98 1.75
F 0.45 0.52 -0.80
C -0.04 -0.22 -0.18
O -0.03 -0.16 0.47
S 0.23 1.52 -0.11
O 1.94 0.81 -1.12
O -1.70 -1.40 0.87
C -0.85 -0.52 -0.04
I -0.02 0.12 0.02
C 0.56 -1.30 -0.52
O -0.35 1.09 -0.49
C 0.54 0.07 -0.72
C 0.07 0.07 -0.17
C -0.13 -0.07 -0.34
C -0.10 -0.31 0.48
C 0.47 0.91 -0.37
C -0.20 -0.52 1.25
C -0.39 -0.39 0.42
C 0.72 0.89 0.38
Br -0.27 -0.01 -0.10
C 0.14 -0.50 0.39
C -0.05 0.97 0.24
H 0.24 -0.10 -0.10
H 0.05 0.10 -0.20
H -0.19 0.13 0.08
H -0.26 -0.02 -0.14
H 0.16 -0.23 0.11
H 0.07 0.25 0.14
H -0.01 0.26 -0.34
H -0.30 0.10 -0.04
H -0.12 -0.21 0.00
H -0.22 -0.32 -0.08
H 0.02 0.26 -0.31
H 0.13 -0.28 0.17
H 0.05 -0.41 0.13
H 0.28 0.19 0.02
H 0.40 -0.35 -0.19
H 0.06 -0.47 0.19
H 0.05 0.24 -0.18
H 0.37 0.19 -0.23
H -0.29 0.17 0.30
H 0.43 0.02 -0.13
H 0.04 -0.22 0.29
H -0.47 0.04 0.64
H -0.25 0.15 0.27
H -0.01 0.09 -0.20
H -0.12 -0.12 0.16
H 0.15 -0.04 0.21
H 0.20 -0.06 0.00
H -0.05 0.03 -0.26
H -0.21 -0.51 0.10
H 0.05 0.11 -0.21
H -0.40 -0.06 -0.54
H 0.11 0.34 -0.31
H 0.22 -0.05 -0.24
H -0.01 0.34 0.04
H 0.33 -0.03 -0.22
H -0.29 -0.18 0.04
H -0.07 -0.04 -0.40
H -0.20 0.10 0.05
H -0.01 0.15 0.08
H 0.15 -0.42 -0.21
H 0.04 -0.45 -0.07
C 0.24 0.03 0.17
C -0.49 0.11 0.09
O 0.01 -0.04 -0.20
C 0.01 0.14 -0.02
O -0.01 -0.13 0.11
O -0.07 -0.01 -0.08
C 0.35 -0.10 0.06
H -0.09 0.03 -0.10
H -0.01 -0.01 -0.04
H -0.05 -0.09 -0.01
H 0.24 0.03 -0.11
H 0.18 -0.04 0.08
H -0.11 0.03 0.08
H -0.10 -0.08 0.04
H -0.07 0.11 -0.13
C 0.23 0.08 0.20
C -0.13 -0.48 -0.16
O -0.12 0.09 -0.08
C -0.04 -0.05 0.12
O 0.07 -0.02 -0.06
O -0.01 0.09 -0.01
C 0.19 0.20 0.05
H -0.13 -0.06 -0.05
H -0.04 0.01 0.00
H 0.01 0.00 -0.11
H -0.02 0.23 0.13
H 0.16 0.11 0.06
H 0.02 -0.11 -0.01
H 0.02 -0.07 -0.11
H -0.20 -0.03 0.04
C 0.08 -0.22 -0.18
C 0.14 0.07 0.49
O -0.11 0.13 -0.04
C 0.17 0.06 0.00
O -0.07 -0.07 0.03
O -0.06 0.02 -0.09
C -0.05 -0.14 -0.21
H -0.01 0.12 0.06
H -0.02 0.04 0.00
H -0.09 0.00 0.06
H -0.01 0.05 -0.25
H -0.02 -0.14 -0.14
H 0.05 -0.03 0.12
H -0.07 -0.04 0.10
H 0.08 0.17 0.03
C -0.26 -0.11 -0.02
C 0.18 0.25 0.39
O 0.15 0.00 -0.08
C 0.06 -0.09 0.10
O -0.08 -0.04 -0.07
O -0.05 0.07 -0.05
C -0.20 -0.08 -0.18
H 0.13 0.02 0.02
H 0.03 0.00 -0.02
H 0.03 0.09 -0.03
H -0.02 -0.19 -0.16
H -0.17 -0.05 -0.09
H 0.01 0.07 0.11
H 0.00 0.12 0.01
H 0.16 -0.09 0.07
C 0.21 0.13 -0.12
C -0.37 0.30 0.28
O -0.12 -0.23 0.00
C -0.02 0.14 -0.12
O 0.05 0.01 0.12
O 0.05 -0.15 -0.04
C 0.41 0.02 -0.14
H -0.11 -0.07 0.03
H -0.02 -0.04 0.00
H 0.00 -0.04 0.10
H 0.01 -0.19 -0.20
H 0.18 0.05 -0.06
H -0.09 0.09 0.06
H 0.02 0.03 0.13
H -0.17 -0.06 -0.08
C -0.47 0.04 -0.13
C 0.44 0.20 -0.18
O 0.05 -0.15 0.09
C 0.03 0.12 0.09
O -0.02 -0.05 -0.10
O -0.04 -0.07 0.03
C -0.24 -0.04 -0.02
H 0.16 -0.04 0.07
H 0.05 -0.02 0.03
H 0.05 -0.12 -0.08
H -0.18 -0.06 0.19
H -0.21 -0.01 -0.03
H 0.08 0.07 -0.07
H 0.05 -0.04 -0.11
H 0.13 0.03 0.15

Atom charges from the Mulliken analysis, given in e for atoms 1 to 8: -1.42, 0.08, -0.45, -0.53, -0.08, -0.22, -0.85, -0.33